Record 1
Formula: C39H55N6O6RuSSi4
Source: the Open Molecules 2025 dataset
Level of theory: ωB97M-V/def2-TZVPD

Geometry as ORCA input:
```
! RIJCOSX wB97M-V def2-TZVPD def2/J DEFGRID3
* xyz 0 6
Ru -0.31 0.71 0.42
N 1.77 1.46 2.00
C 1.76 2.66 2.84
C 0.49 3.50 2.60
C -0.66 2.77 3.26
O -1.13 3.05 4.33
O -1.01 1.70 2.59
H 2.30 0.72 2.45
H 2.26 1.67 1.13
H 2.64 3.29 2.66
H 1.77 2.36 3.90
H 0.29 3.57 1.52
H 0.60 4.49 3.05
N -1.99 1.93 -2.92
C -2.65 1.50 -1.82
S -2.33 2.22 -0.32
N -3.67 0.62 -1.89
C -4.20 -0.15 -2.91
C -5.03 -1.20 -2.51
C -5.62 -2.03 -3.45
C -5.40 -1.83 -4.80
C -4.60 -0.78 -5.20
C -4.02 0.07 -4.28
H -1.21 2.54 -2.73
H -1.86 1.29 -3.69
H -3.99 0.35 -0.97
H -5.22 -1.36 -1.46
H -6.26 -2.83 -3.11
H -5.85 -2.49 -5.53
H -4.43 -0.60 -6.25
H -3.46 0.92 -4.64
O -1.47 -0.98 -1.51
C -0.66 -1.25 -0.61
O -1.16 -1.69 0.62
C 0.77 -1.44 -0.82
C 1.26 -1.60 -2.12
C 2.62 -1.59 -2.41
C 3.47 -1.35 -1.35
O 4.83 -1.22 -1.36
C 5.19 -0.84 -0.05
O 4.06 -0.94 0.79
C 3.00 -1.19 -0.04
C 1.67 -1.28 0.28
H 0.53 -1.73 -2.91
H 3.00 -1.70 -3.41
H 5.56 0.20 -0.07
H 5.99 -1.50 0.32
H 1.31 -1.26 1.30
N 5.62 2.26 -3.50
C 6.39 1.77 -4.52
C 7.69 2.03 -4.91
C 8.16 1.36 -6.03
C 7.35 0.46 -6.74
C 6.05 0.21 -6.35
C 5.56 0.87 -5.23
N 4.33 0.83 -4.66
C 4.37 1.66 -3.63
C 3.26 1.88 -2.77
C 3.25 2.69 -1.61
C 2.13 2.73 -0.83
N 1.00 2.01 -1.06
C 0.99 1.30 -2.21
C 2.04 1.24 -3.08
H 5.89 2.93 -2.81
H 8.31 2.74 -4.38
H 9.17 1.54 -6.37
H 7.76 -0.03 -7.61
H 5.42 -0.47 -6.90
H 4.11 3.28 -1.32
H 2.09 3.41 0.02
H 0.08 0.76 -2.43
H 1.96 0.69 -4.00
C -2.89 -3.78 -0.64
Si -1.68 -3.26 0.75
C -2.60 -3.27 2.42
C -0.13 -4.36 0.80
Si -1.73 0.25 3.16
Si -4.05 0.73 3.21
C -4.90 -0.50 4.40
C -4.88 0.49 1.49
C -4.48 2.49 3.84
Si -0.58 -0.32 5.16
C 1.19 -0.97 4.80
C -1.57 -1.79 5.88
C -0.45 0.96 6.58
H -2.49 -4.57 -1.26
H -3.13 -2.94 -1.29
H -3.82 -4.16 -0.22
H -3.02 -4.25 2.59
H -3.40 -2.55 2.45
H -1.94 -3.04 3.25
H 0.41 -4.38 -0.15
H -0.38 -5.39 1.05
H 0.57 -3.99 1.55
H -4.70 -1.53 4.14
H -5.98 -0.37 4.40
H -4.56 -0.35 5.42
H -4.58 -0.46 1.05
H -4.57 1.29 0.82
H -5.96 0.51 1.55
H -4.08 2.65 4.84
H -5.55 2.66 3.87
H -4.04 3.25 3.19
H 1.17 -2.02 4.54
H 1.86 -0.86 5.65
H 1.65 -0.44 3.97
H -1.36 -2.72 5.37
H -2.64 -1.62 5.82
H -1.32 -1.93 6.93
H -0.48 1.98 6.21
H 0.46 0.85 7.17
H -1.29 0.85 7.26
*
```

The value obtained for the molar mass is 949.39 g mol⁻¹. As for the HOMO-LUMO gap (alpha / beta): 0.163 / 0.217 hartree. The value obtained for the energy is -3950.2088 Ha. As for the expectation value of S²: 8.79. The value obtained for the HOMO energy (alpha / beta) is -4.4 / -7.2 eV.

Record 2
Formula: C9H24MnN3O10S
Source: the Open Molecules 2025 dataset
Level of theory: ωB97M-V/def2-TZVPD

Geometry as ORCA input:
```
! RIJCOSX wB97M-V def2-TZVPD def2/J DEFGRID3
* xyz -1 6
Mn -1.37 -1.75 -0.26
N -4.90 -4.31 0.35
O -4.00 -3.59 0.76
O -5.01 -4.50 -0.83
O -5.69 -4.75 1.14
N 1.44 -3.70 1.14
O 0.80 -4.09 0.13
O 0.97 -2.71 1.63
O 2.34 -4.28 1.58
O -2.61 -1.71 -2.89
H -2.32 -1.13 -3.62
C -2.14 2.68 -1.03
C -2.91 2.06 0.16
N -2.20 1.25 1.15
C -3.23 0.98 2.22
C -2.55 0.18 3.42
C -0.99 2.00 1.65
C -1.25 3.41 2.28
H -2.77 2.92 -1.89
H -1.42 1.99 -1.48
H -1.65 3.63 -0.86
H -3.55 2.84 0.56
H -3.58 1.36 -0.33
H -3.72 1.85 2.64
H -4.07 0.38 1.87
H -3.30 -0.30 4.04
H -1.86 -0.60 3.11
H -1.94 0.94 3.91
H -0.26 2.07 0.84
H -0.59 1.26 2.34
H -0.51 3.93 2.88
H -2.10 3.39 2.95
H -1.51 4.17 1.54
O 1.93 -0.56 -1.91
S 2.97 -0.22 -2.91
O 2.56 0.53 -4.11
O 4.27 0.62 -2.16
C 4.98 -0.13 -1.23
C 6.23 0.69 -0.96
C 3.81 -1.86 -3.30
H 5.38 -1.13 -1.40
H 4.51 -0.21 -0.25
H 6.88 0.85 -1.83
H 6.92 0.28 -0.23
H 5.93 1.70 -0.68
H 3.74 -2.58 -2.49
H 4.85 -1.57 -3.40
H 3.46 -2.28 -4.25
*
```

The value obtained for the molar mass is 421.31 g mol⁻¹. As for the HOMO-LUMO gap (alpha / beta): 0.181 / 0.179 hartree. The value obtained for the energy is -2822.7430 Ha. As for the expectation value of S²: 8.95. The value obtained for the HOMO energy (alpha / beta) is -4.7 / -4.6 eV.

Record 3
Formula: C2H4N2OS
Source: the Open Molecules 2025 dataset
Level of theory: ωB97M-V/def2-TZVPD

Geometry as ORCA input:
```
! RIJCOSX wB97M-V def2-TZVPD def2/J DEFGRID3
* xyz 0 1
C -0.29 -1.33 -0.05
C -0.32 -1.09 1.24
N -1.23 0.82 -0.11
N -0.34 1.85 -0.27
O -0.93 -0.41 -0.87
S -1.24 0.36 1.50
H 0.19 -2.07 -0.50
H 0.37 -1.49 2.01
H -0.31 2.20 -1.26
H 0.69 1.63 0.14
*
```

The value obtained for the molar mass is 104.13 g mol⁻¹. As for the HOMO-LUMO gap: 0.330 hartree. The value obtained for the energy is -661.3986 Ha. The value obtained for the HOMO energy is -8.1 eV.

Record 4
Formula: C2H10NO4
Source: the Open Molecules 2025 dataset
Level of theory: ωB97M-V/def2-TZVPD

Geometry as ORCA input:
```
! RIJCOSX wB97M-V def2-TZVPD def2/J DEFGRID3
* xyz 1 1
O -1.29 -0.93 2.86
C -0.76 -0.63 1.84
O -0.64 0.72 1.54
C 0.17 -1.26 0.75
N -0.45 -0.90 -0.55
H -1.04 1.27 2.18
H 1.20 -0.77 0.91
H 0.30 -2.37 0.96
H -0.37 0.02 -0.84
H -0.07 -1.55 -1.20
H -1.35 -0.98 -0.49
H -1.43 2.23 -1.78
H -0.71 1.38 -3.04
O -1.01 1.44 -2.00
H 3.18 0.46 -0.65
H 2.12 1.37 -0.01
O 2.15 0.47 -0.47
*
```

The value obtained for the molar mass is 112.10 g mol⁻¹. As for the HOMO-LUMO gap: 0.421 hartree. The value obtained for the energy is -437.6354 Ha. The value obtained for the HOMO energy is -14.9 eV.